(1)
The following is a DFT calculation (wB97M-V/def2-TZVPD) of C19H26N6OSTi as an isolated structure at a distorted geometry.

```
54
Properties=species:S:1:pos:R:3:forces:R:3
Ti 1.13904 -0.44013 0.38954 0.9 -1.3 0.7
N 2.27014 -4.35984 -0.58351 -0.1 0.1 -0.1
C 2.27071 -2.97751 -0.32017 0.4 0.1 0.1
S 2.07300 -2.51846 1.36846 0.1 0.1 0.0
N 2.46441 -2.18279 -1.32285 -0.1 -0.2 -0.3
N 2.41488 -0.84923 -0.99172 -1.1 0.2 0.2
C 2.82416 0.08584 -1.89459 0.7 0.4 -0.3
C 2.85639 1.45908 -1.58683 0.0 -0.5 0.2
C 3.40056 2.38148 -2.52770 0.0 0.3 0.0
C 3.52463 3.72947 -2.27163 0.0 -0.2 -0.1
C 3.11635 4.25150 -1.04183 0.0 0.1 0.2
C 2.56703 3.38482 -0.09704 -0.1 -0.1 -0.1
C 2.39571 2.02362 -0.32979 0.4 0.5 -0.3
O 1.85048 1.25933 0.63640 -0.2 0.7 -0.1
H 1.69304 -4.84227 0.08896 0.0 0.0 0.0
H 1.96620 -4.53989 -1.53185 0.0 0.0 0.0
H 3.19935 -0.24732 -2.85817 0.0 -0.1 0.1
H 3.73434 1.98520 -3.48226 0.0 0.0 0.0
H 3.95509 4.38439 -3.02369 0.0 0.0 0.0
H 3.21600 5.30792 -0.81724 0.0 0.0 0.0
H 2.24640 3.77314 0.86496 0.0 -0.1 0.0
N 0.35203 1.62147 3.25701 0.0 0.0 0.1
C -0.29400 2.79611 2.67285 -0.1 0.1 0.0
C -1.81350 2.67530 2.70696 0.1 -0.1 0.0
C -2.33882 1.59928 1.75369 -0.1 -0.1 0.1
N -2.49419 0.30623 2.44375 0.0 0.1 0.0
H 1.35481 1.77260 3.23353 0.0 -0.1 -0.1
H 0.22161 0.84182 2.61478 0.0 -0.1 0.1
H 0.01861 2.95549 1.63351 0.1 0.1 0.0
H 0.01038 3.67223 3.25474 0.0 0.0 0.0
H -2.23949 3.65229 2.45893 0.0 0.0 -0.1
H -2.12876 2.42154 3.72492 -0.1 0.1 0.0
H -1.65203 1.51233 0.90205 0.0 0.0 0.0
H -3.31666 1.88839 1.35530 0.0 0.0 0.0
H -1.72068 0.20136 3.09453 -0.1 0.0 0.0
H -2.33509 -0.43197 1.76088 0.0 0.2 0.0
C -1.94359 -2.91168 1.68566 0.0 0.0 0.0
C -2.20429 -2.67595 0.22161 0.2 0.2 0.0
C -3.14722 -3.43134 -0.45390 -0.1 -0.1 -0.1
C -3.42687 -3.23614 -1.80328 0.1 0.1 0.1
C -2.70565 -2.25555 -2.48020 0.0 -0.1 0.0
C -1.74713 -1.48383 -1.84961 0.2 0.1 0.0
C -0.95615 -0.45625 -2.61042 -0.1 -0.1 0.0
C -1.46390 -1.64982 -0.45464 -0.7 -0.2 -0.1
N -0.58379 -0.86049 0.17773 -0.4 0.1 -0.3
H -2.21565 -3.93266 1.96850 0.0 0.0 0.0
H -2.52248 -2.22463 2.31493 0.0 -0.2 0.0
H -0.89118 -2.74531 1.91072 0.1 0.0 0.0
H -3.68767 -4.20332 0.09083 0.0 0.0 0.0
H -4.17825 -3.82870 -2.31285 0.0 0.0 0.0
H -2.88894 -2.09724 -3.54081 0.0 0.0 0.0
H -1.15144 -0.53374 -3.68300 0.0 0.0 0.0
H 0.11545 -0.58448 -2.43490 0.0 0.0 -0.1
H -1.20341 0.55833 -2.28126 0.1 0.0 0.0
```
Positions in Å, forces in eV/Å.

As for the total charge: -2. As for the orbital gap (alpha / beta): 3.928 / 3.936 eV. The calculation puts the maximum force at 1.77 eV/Å. For the highest occupied orbital energy (alpha / beta), the calculation gives 0.044 / 0.044 Ha. Its LUMO energy (alpha / beta) is 0.1884 / 0.1884 Ha. For the total energy, the calculation gives -65064.877 eV.


(2)
The following is a DFT calculation (wB97M-V/def2-TZVPD) of C29H25F5N13OSTi as an isolated structure at a distorted geometry.

```
75
Properties=species:S:1:pos:R:3:forces:R:3
Ti -0.29766 0.59229 -0.26102 -1.7 -0.8 1.3
C 2.22325 2.47927 -0.36459 0.5 -0.3 -0.4
N 1.03630 2.21355 0.49097 -0.3 -0.5 0.0
C 1.42333 1.84389 1.89714 0.1 0.7 0.8
C 1.05454 0.45296 2.32595 -0.1 -1.3 -0.6
N 0.28807 -0.41057 1.62563 0.6 0.8 0.3
C 0.33886 -1.65321 2.37080 0.8 0.7 0.4
C -0.19771 -2.91774 2.18516 -0.7 0.0 -0.3
C 0.03668 -3.92429 3.12033 0.0 0.1 0.3
C 0.84398 -3.70082 4.25208 0.5 1.9 -0.9
C 1.43591 -2.43701 4.45255 -0.6 -0.5 -1.0
C 1.14699 -1.45665 3.50203 0.0 0.8 -0.1
N 1.55314 -0.09701 3.43753 -0.2 -0.6 -0.2
C 2.69705 1.15310 -0.90901 0.7 -0.2 -0.2
N 2.10918 0.02346 -0.55318 -0.6 0.6 -0.7
C 2.93238 -1.01516 -1.06549 1.0 0.7 0.0
C 2.99247 -2.35689 -0.73487 -0.3 -1.0 -0.5
C 4.07604 -3.11771 -1.22094 -0.7 0.8 -0.1
C 5.00669 -2.59138 -2.12656 -0.6 1.3 0.0
C 4.98010 -1.20843 -2.42719 0.2 -0.8 0.2
C 4.01659 -0.44040 -1.79633 -1.4 0.6 0.5
N 3.79249 0.97482 -1.69389 0.2 -0.6 0.3
H 3.02737 2.94926 0.23829 -0.4 -0.1 -0.4
H 2.00026 3.13949 -1.21672 -0.3 0.0 0.5
H 0.40944 3.02945 0.46787 0.4 -0.3 0.3
H 0.90948 2.50458 2.63486 0.4 0.0 -0.7
H 2.53195 1.98843 2.01466 -1.1 -0.2 0.0
H -0.87993 -3.03178 1.35913 -0.1 -0.5 -0.2
H -0.43835 -4.90047 3.00658 0.2 0.3 -0.1
H 1.09493 -4.46158 4.94309 -0.1 -0.8 0.5
H 2.15472 -2.23952 5.22625 -0.1 0.0 0.4
H 2.14319 0.36771 4.11055 0.1 0.0 0.0
H 2.14484 -2.85455 -0.23195 0.8 0.3 0.1
H 4.15481 -4.13244 -0.89359 0.0 -0.5 -0.1
H 5.72211 -3.22185 -2.64101 0.1 0.0 0.3
H 5.70847 -0.78977 -3.10983 0.0 0.1 0.1
H 4.50132 1.68187 -1.91656 -0.6 -0.4 0.1
N -2.70573 -0.49271 2.88480 1.0 1.0 -0.5
N -3.57351 -1.41271 2.34429 -1.1 -0.2 -1.1
C -3.72146 -1.57642 0.99696 -1.6 -1.0 3.1
N -4.84339 -2.24757 0.64470 1.2 0.8 -0.9
S -2.53047 -1.15663 -0.09676 1.1 0.3 -1.7
H -2.75170 0.37648 2.31241 0.1 -0.9 0.8
H -1.77635 -0.89131 2.77188 -0.1 0.3 0.3
H -4.30780 -1.71565 2.98909 0.3 0.1 -0.5
H -5.62168 -2.35240 1.28051 0.1 0.0 -0.1
H -4.99053 -2.38685 -0.34737 -0.2 -0.2 0.3
N -0.62565 2.61823 -4.02640 0.4 -1.0 0.0
C -0.72478 2.64043 -2.70985 -0.4 0.4 -0.1
N -0.49629 1.42719 -2.22277 0.6 -0.7 -0.1
C -0.23298 0.66278 -3.35914 0.3 0.7 0.1
N -0.29669 1.33930 -4.48164 -0.3 1.0 1.2
C 0.13207 -0.74069 -3.20941 0.5 0.5 -0.1
C 0.80914 -1.41765 -4.20794 -0.8 0.0 0.0
N 0.96576 -2.71812 -4.14009 0.6 -1.1 0.1
C 0.53983 -3.37420 -3.06913 -0.7 1.3 -0.2
C -0.03250 -2.64683 -2.00632 0.9 0.2 0.6
N -0.13793 -1.31029 -2.02721 -0.6 0.0 -0.3
H -0.70768 3.41678 -4.65180 -0.1 -0.4 -0.1
H -1.00430 3.50311 -2.11895 0.2 0.0 -0.3
H 1.17395 -0.92657 -5.08933 0.0 0.3 -0.3
H 0.63377 -4.44724 -3.09707 -0.1 -0.2 0.3
H -0.27006 -3.11228 -1.06807 -0.2 -0.3 0.2
F -5.23672 5.94800 0.50148 0.9 -1.6 -0.3
C -4.39167 4.89863 0.38591 -1.1 0.7 0.5
C -3.09825 5.14791 -0.11145 -0.5 0.6 0.4
F -2.72706 6.38696 -0.52013 -0.4 -1.8 0.6
C -2.20565 4.09505 -0.02766 1.1 0.4 0.2
F -0.85224 4.42623 -0.19285 -1.3 -0.9 -0.2
C -2.55728 2.78741 0.38254 1.5 0.5 -0.7
O -1.62282 1.79486 0.29982 1.1 -0.8 -0.3
C -3.84240 2.60399 0.84842 -1.1 -1.9 1.1
F -4.23490 1.40391 1.40653 0.6 1.2 -1.0
C -4.77292 3.61127 0.88245 -1.3 2.0 -0.4
F -6.03438 3.40275 1.35078 2.1 0.3 -0.7
```
Positions in Å, forces in eV/Å.

As for the total charge: +3. As for the orbital gap (alpha / beta): 5.712 / 5.709 eV. The calculation puts the maximum force at 3.62 eV/Å. For the highest occupied orbital energy (alpha / beta), the calculation gives -0.606 / -0.606 Ha. Its LUMO energy (alpha / beta) is -0.3956 / -0.3957 Ha. For the total energy, the calculation gives -99412.212 eV.


Which relative energy (zero: lowest compared OMol25 entry of this formula, charge and spin) belongs to each record? In order, 0.273; 1.993 eV.